Record 1
Entry from the OMol25 dataset: a molecular structure, C31H41N3O5PtS2Te (the ωB97M-V functional and the def2-TZVPD basis).

The geometry in XYZ format:
```
84
Properties=species:S:1:pos:R:3
Pt -0.69 -1.42 -2.00
C -2.77 -3.68 -3.09
C -2.95 -2.41 -3.90
N -2.73 -1.21 -3.09
C -3.82 -0.70 -2.27
C -4.02 -1.46 -0.96
S -2.46 -1.83 -0.10
C -2.48 -3.66 -0.06
C -1.53 -4.35 -1.05
N -1.50 -3.66 -2.34
H -2.80 -4.54 -3.76
H -3.58 -3.81 -2.38
H -3.94 -2.40 -4.37
H -2.21 -2.38 -4.70
H -2.41 -0.46 -3.71
H -4.76 -0.69 -2.82
H -3.57 0.34 -2.03
H -4.56 -2.40 -1.10
H -4.62 -0.85 -0.29
H -3.52 -3.95 -0.20
H -2.20 -3.95 0.95
H -1.83 -5.40 -1.16
H -0.52 -4.32 -0.65
H -0.75 -4.06 -2.90
O 0.95 1.92 -3.41
S 0.98 0.50 -3.24
O 1.96 -0.27 -3.95
O 0.95 0.11 -1.75
O -0.45 -0.09 -3.59
C -0.46 2.54 7.14
C -0.29 2.03 5.74
C -1.18 2.38 4.73
C -1.02 1.94 3.42
C -2.02 2.37 2.38
C 0.07 1.11 3.13
Te 0.43 0.54 1.15
N 0.42 -2.32 -0.50
C 1.76 -2.26 -0.30
O 2.22 -1.69 0.69
C 2.64 -3.02 -1.24
C 2.32 -3.21 -2.58
C 3.20 -3.90 -3.41
C 4.39 -4.40 -2.90
C 4.71 -4.21 -1.56
C 3.84 -3.51 -0.73
C 0.70 2.48 0.41
C -0.17 2.98 -0.56
C -1.36 2.23 -1.11
C 0.08 4.24 -1.08
C 1.17 4.99 -0.68
C 1.45 6.34 -1.27
C 2.04 4.45 0.27
C 1.83 3.20 0.83
C 2.80 2.66 1.83
C 0.95 0.69 4.13
C 2.08 -0.27 3.90
C 0.76 1.17 5.42
H -1.35 3.16 7.23
H 0.40 3.13 7.44
H -0.55 1.71 7.85
H -2.02 3.02 4.97
H -2.97 2.61 2.85
H -2.21 1.59 1.65
H -1.68 3.26 1.85
H 1.43 -2.77 -3.01
H 2.97 -4.01 -4.46
H 5.07 -4.93 -3.54
H 5.64 -4.58 -1.16
H 4.08 -3.34 0.31
H -1.49 1.24 -0.67
H -1.23 2.10 -2.19
H -2.28 2.80 -0.94
H -0.59 4.64 -1.83
H 0.72 6.60 -2.04
H 2.44 6.36 -1.73
H 1.44 7.12 -0.51
H 2.91 5.02 0.57
H 3.69 3.29 1.87
H 3.14 1.65 1.58
H 2.37 2.63 2.83
H 2.21 -0.57 2.85
H 1.91 -1.19 4.46
H 3.03 0.15 4.24
H 1.44 0.86 6.20
```

Values from the calculation:
charge	+1
2S+1	6
LUMO (spin up / spin down)	-2.248 / -4.971	eV
frontier orbital gap (spin up / spin down)	8.67 / 6.21	eV

Record 2
Entry from the OMol25 dataset: a molecular structure, C31H42As2BrN4O6SScSe (the ωB97M-V functional and the def2-TZVPD basis).

The geometry in XYZ format:
```
89
Properties=species:S:1:pos:R:3
Sc -1.33 0.49 0.04
O -1.54 -2.42 2.99
C -0.46 -2.26 3.78
C -0.34 -3.11 4.88
C 0.73 -3.00 5.75
C 1.71 -2.04 5.53
C 1.60 -1.20 4.44
C 0.54 -1.30 3.54
C 0.51 -0.36 2.35
O -0.55 -0.58 1.50
N 1.78 -0.55 1.61
N 1.73 -0.16 0.32
C 2.57 -0.65 -0.50
C 2.63 -0.29 -1.92
Br 1.09 0.50 -2.70
C 3.67 -0.54 -2.71
C 4.98 -1.07 -2.27
C 5.60 -2.06 -3.04
C 6.82 -2.58 -2.66
C 7.45 -2.12 -1.52
C 6.86 -1.12 -0.76
C 5.63 -0.60 -1.14
H -1.52 -1.69 2.33
H -1.13 -3.83 5.05
H 0.80 -3.66 6.60
H 2.55 -1.94 6.21
H 2.35 -0.44 4.26
H 0.48 0.67 2.71
H 2.22 -1.45 1.78
H 3.31 -1.39 -0.18
H 3.57 -0.34 -3.77
H 5.11 -2.42 -3.94
H 7.29 -3.36 -3.27
H 8.41 -2.53 -1.22
H 7.36 -0.74 0.12
H 5.18 0.20 -0.56
C 2.21 3.16 -0.84
As 0.42 2.83 -0.13
C 0.67 3.52 1.67
C -0.53 4.29 -1.00
C -0.10 5.61 -0.84
C -0.75 6.65 -1.48
C -1.83 6.39 -2.30
C -2.27 5.09 -2.47
C -1.63 4.03 -1.83
As -2.29 2.21 -2.06
C -4.21 2.45 -1.95
C -2.05 1.97 -3.98
H 2.56 4.14 -0.53
H 2.18 3.11 -1.93
H 2.89 2.39 -0.47
H 1.08 4.53 1.65
H 1.37 2.87 2.19
H -0.29 3.50 2.18
H 0.75 5.83 -0.20
H -0.40 7.67 -1.34
H -2.34 7.20 -2.81
H -3.12 4.90 -3.11
H -4.55 3.26 -2.59
H -4.48 2.65 -0.91
H -4.68 1.52 -2.26
H -2.51 2.78 -4.53
H -2.49 1.02 -4.27
H -0.98 1.95 -4.21
C -4.32 -2.80 0.72
N -3.58 -2.64 -0.53
C -4.35 -1.97 -1.57
C -2.24 -2.69 -0.58
S -1.34 -1.67 -1.65
N -1.60 -3.59 0.16
C -0.15 -3.56 0.34
C -2.23 -4.81 0.67
H -4.91 -1.90 0.88
H -3.64 -2.90 1.57
H -4.99 -3.67 0.68
H -5.34 -2.42 -1.59
H -3.87 -2.12 -2.54
H -4.44 -0.91 -1.35
H 0.21 -2.54 0.34
H 0.35 -4.13 -0.46
H 0.07 -4.02 1.30
H -3.18 -4.98 0.18
H -2.37 -4.75 1.75
H -1.57 -5.64 0.45
O -3.28 0.05 0.51
Se -3.46 1.26 1.70
O -3.27 0.61 3.15
O -2.04 2.06 1.21
O -4.76 2.15 1.42
```

Values from the calculation:
LUMO	-0.139	eV
frontier orbital gap	8.02	eV

Values for ΔE to the lowest compared entry with this formula, charge and spin, kJ/mol, ordered as above
31.91, 32.23
Values for energy, a.u., ordered as above
-2929.6655, -12482.8901